1.
Here is 2 unconnected molecules or ions with the total composition H2N5O2 at a distorted geometry from OMol25. Energies are from ωB97M-V/def2-TZVPD.

Computed properties:
- net charge = -1
- Kohn-Sham gap (eV) = 6.6
- 2S+1 = 1
- energy relative to the best compared isomer or geometry (same formula, charge and spin) (eV) = 1.276

```
9
Properties=species:S:1:pos:R:3:forces:R:3:nbo_charge:R:1
N -0.416 -2.130 -0.346 0.42 0.22 0.21 0.1376
N 0.602 -1.659 -0.026 1.37 1.02 -0.43 -0.4385
N 0.573 1.459 0.357 0.02 0.23 -0.12 -0.5808
N -1.446 -2.701 -0.160 -1.03 -0.80 1.72 0.0212
N 1.530 2.346 0.269 -0.76 1.06 -0.04 0.2157
O -2.401 -3.064 -0.929 -0.72 -0.14 -1.45 -0.6807
O 1.160 3.535 0.244 0.27 -1.62 0.09 -0.4708
H 0.805 0.466 0.258 0.01 -0.12 0.02 0.4331
H -0.408 1.748 0.332 0.41 0.15 0.00 0.3632
```
Positions in Å, forces in eV/Å.

***

2.
Here is 3 unconnected molecules or ions with the total composition H2NO2P at a distorted geometry from OMol25. Energies are from ωB97M-V/def2-TZVPD.

Computed properties:
- Kohn-Sham gap (alpha / beta) (eV) = 7.6 / 7.5
- 2S+1 = 1
- energy relative to the best compared isomer or geometry (same formula, charge and spin) (eV) = 5.372

```
6
Properties=species:S:1:pos:R:3:forces:R:3:nbo_charge:R:1
N -1.891 1.939 -2.420 0.26 -0.13 -0.82 -0.2612
O -3.051 1.769 -2.226 -0.25 -0.26 -0.30 -0.1866
O 0.703 3.125 -1.720 0.66 -0.10 -1.75 -0.9649
P -0.673 2.712 -1.544 -1.00 0.71 2.42 1.4227
H 1.362 1.964 0.065 3.00 1.02 1.12 -0.0283
H 2.126 2.278 0.305 -2.67 -1.24 -0.67 0.0183
```
Positions in Å, forces in eV/Å.

***

3.
Here is H2NO2P in the gas phase at a distorted geometry from OMol25. Energies are from ωB97M-V/def2-TZVPD.

Computed properties:
- Kohn-Sham gap (eV) = 10.3
- 2S+1 = 1
- energy relative to the best compared isomer or geometry (same formula, charge and spin) (eV) = 1.406

```
6
Properties=species:S:1:pos:R:3:forces:R:3:nbo_charge:R:1
N 0.959 -1.192 -0.539 -2.01 0.37 3.12 -1.2212
O 3.457 -2.033 0.572 0.33 -0.83 -0.73 -1.0080
O 2.146 -0.131 1.503 3.57 -2.91 3.29 -0.9718
P 2.210 -1.309 0.407 -2.49 2.27 0.03 2.2587
H 0.056 -0.768 0.202 3.76 -1.41 -2.93 0.4215
H 2.921 -0.594 2.233 -3.18 2.52 -2.79 0.5208
```
Positions in Å, forces in eV/Å.

***

The records above yield calculated total energy values of -11572.89194 -14901.39357 -14905.35939 eV, respectively.